(1)
DFT (ωB97M-V/def2-TZVPD) results for a molecular structure, C21H13AgN4O2S.

Computed properties:
Gap between HOMO and LUMO in eV: 5.162
E_HOMO in Eh: -0.2573
LUMO energy in eV: -1.840

Geometry as ORCA input:
```
! RIJCOSX wB97M-V def2-TZVPD def2/J DEFGRID3
* xyz 0 1
O 2.322 5.241 -3.491
C 1.579 1.140 -0.925
Ag -0.242 -0.246 1.160
C -1.215 3.306 -2.267
H -1.009 -2.810 -1.261
H -2.792 -6.186 0.705
S -1.985 -2.519 4.790
C 1.291 3.432 -2.555
C 2.710 1.773 -1.518
H -1.971 -5.122 -1.387
O 0.202 4.867 -4.007
C -1.364 -3.332 -0.374
N 1.266 4.581 -3.391
C -1.978 1.622 -0.737
C -2.313 -4.460 1.936
H 5.059 -0.394 -0.385
C 0.278 1.718 -1.154
N 1.738 0.105 -0.079
C -1.305 -1.032 5.260
N -0.760 1.166 -0.494
C 2.969 -0.410 0.079
C 3.990 1.187 -1.359
N -1.207 -2.654 0.770
C 2.553 2.954 -2.263
H -1.301 -0.717 6.295
C -0.929 -1.042 2.978
C 4.104 0.085 -0.543
H -1.421 4.145 -2.962
C -1.685 -3.174 1.922
H 3.043 -1.248 0.759
H 4.840 1.545 -1.933
H -2.678 -4.894 2.878
H 3.445 3.462 -2.671
C -2.405 -5.166 0.755
C -1.926 -4.598 -0.438
C -2.243 2.670 -1.608
C -0.815 -0.336 4.221
C -1.532 -2.269 3.104
H -3.257 3.060 -1.734
H -2.804 1.086 -0.279
C 0.103 2.819 -2.063
H -0.353 0.644 4.264
*
```

Here are the natural (NBO) charges for atoms 1 to 6, given in e: atom 1 (O): -0.37, atom 2 (C): 0.17, atom 3 (Ag): 0.68, atom 4 (C): -0.13, atom 5 (H): 0.19, atom 6 (H): 0.22

(2)
DFT (ωB97M-V/def2-TZVPD) results for C4H7NO in the gas phase.

Computed properties:
Gap between HOMO and LUMO in eV: 10.389
E_HOMO in Eh: -0.3479
LUMO energy in eV: 0.922
Structure (SMILES): C1OC[C@H]2N[C@@H]12
ΔE to the lowest compared entry with this formula, charge and spin in kcal/mol: 120.8

Geometry as ORCA input:
```
! RIJCOSX wB97M-V def2-TZVPD def2/J DEFGRID3
* xyz 0 1
C 0.132 -0.415 0.830
H 0.454 1.257 -1.671
H -1.486 1.096 -0.920
H 0.369 1.632 1.299
H -0.309 -2.240 -0.098
H -1.935 -1.198 0.215
C -0.795 -1.070 -0.174
N 1.433 0.052 -0.076
O -0.483 -0.493 -1.366
C -0.335 0.896 -0.968
H 2.280 0.229 0.611
H 0.322 -0.696 1.932
C 0.352 0.949 0.386
*
```

Here are the natural (NBO) charges for atoms 1 to 6, given in e: atom 1 (C): -0.11, atom 2 (H): 0.24, atom 3 (H): 0.19, atom 4 (H): 0.24, atom 5 (H): 0.19, atom 6 (H): 0.19

(3)
DFT (ωB97M-V/def2-TZVPD) results for a molecular structure, C14H20Br6N2OS.

Computed properties:
Gap between HOMO and LUMO in eV: 7.748
E_HOMO in Eh: -0.3067
LUMO energy in eV: -0.599

Geometry as ORCA input:
```
! RIJCOSX wB97M-V def2-TZVPD def2/J DEFGRID3
* xyz 0 1
H 3.493 -4.142 1.546
H -2.382 0.852 -1.447
H -6.607 5.558 -2.374
C 4.344 2.589 1.432
C 1.243 -3.946 -0.624
H 5.243 -4.137 1.352
Br -1.714 -0.639 0.454
H 1.665 -4.717 -1.274
C -0.578 -3.150 0.797
H 3.507 -1.714 -1.407
N -0.079 -0.900 1.996
H 6.110 2.302 2.613
C 1.972 -2.840 -0.326
C 1.520 -1.789 0.544
H -4.839 3.923 -3.362
C -0.084 -4.101 -0.038
H 4.745 3.007 0.513
C 3.391 -2.696 -0.923
C -5.493 3.697 -2.522
H 4.678 2.710 3.577
C -6.758 4.507 -2.602
S 1.201 0.058 1.928
H 3.597 -3.525 -1.627
N 2.191 -0.678 0.862
H -4.523 0.315 0.704
Br 5.778 4.746 2.657
H -5.673 2.625 -2.486
O 4.329 -2.781 0.156
Br -4.456 4.152 -0.936
C -4.211 0.619 -0.292
Br 2.541 3.298 1.635
Br -4.856 -0.743 -1.528
C 4.297 -4.050 0.789
H -0.646 -5.005 -0.293
H 4.215 1.514 1.313
H -7.209 4.414 -3.589
C -2.722 0.809 -0.415
C 0.204 -1.989 1.116
H -1.568 -3.282 1.242
H -2.411 1.715 0.105
C 5.193 2.889 2.638
Br -8.105 3.846 -1.363
H -4.740 1.528 -0.571
H 4.198 -4.849 0.031
*
```

Here are the natural (NBO) charges for atoms 1 to 6, given in e: atom 1 (H): 0.17, atom 2 (H): 0.23, atom 3 (H): 0.23, atom 4 (C): -0.45, atom 5 (C): -0.23, atom 6 (H): 0.20

(4)
DFT (ωB97M-V/def2-TZVPD) results for a molecular structure, C4H4NO3.

Computed properties:
Gap between HOMO and LUMO in eV: 8.737
E_HOMO in Eh: -0.1685
LUMO energy in eV: 4.153
ΔE to the lowest compared entry with this formula, charge and spin in kcal/mol: 9.3

Geometry as ORCA input:
```
! RIJCOSX wB97M-V def2-TZVPD def2/J DEFGRID3
* xyz -1 1
O -1.323 -0.936 2.355
N -1.700 -0.377 0.082
C -1.033 -0.533 1.188
C -0.511 0.103 -0.634
H -0.228 -0.533 -1.478
O -3.662 -0.662 2.873
C 0.324 -0.072 0.648
H -0.615 1.134 -0.994
C -2.947 -1.570 2.619
H 0.733 0.843 1.078
O -2.870 -2.748 2.538
H 1.097 -0.840 0.600
*
```

Here are the natural (NBO) charges for atoms 1 to 6, given in e: atom 1 (O): -0.65, atom 2 (N): -0.59, atom 3 (C): 0.59, atom 4 (C): -0.22, atom 5 (H): 0.15, atom 6 (O): -0.66

(5)
DFT (ωB97M-V/def2-TZVPD) results for 2 unconnected molecules or ions with the total composition C5H9N4O.

Computed properties:
Gap between HOMO and LUMO (spin up / spin down) in eV: 7.648 / 7.648
E_HOMO (spin up / spin down) in Eh: -0.4490 / -0.4490
LUMO energy (spin up / spin down) in eV: -4.569 / -4.569
ΔE to the lowest compared entry with this formula, charge and spin in kcal/mol: 73.4

Geometry as ORCA input:
```
! RIJCOSX wB97M-V def2-TZVPD def2/J DEFGRID3
* xyz 1 1
H -2.445 0.297 0.095
H -2.101 -1.582 1.328
H 0.415 3.480 0.451
C 0.737 0.376 1.372
C -1.108 1.921 -0.041
H 1.746 0.231 -2.471
N 1.072 1.659 1.078
H 1.406 -0.246 1.979
C 0.114 2.408 0.465
C -0.567 -0.205 0.828
N -1.087 -1.455 1.150
H -0.461 -2.162 1.543
N -1.474 0.679 0.326
H 0.695 1.468 -1.835
H 0.764 -2.393 -0.867
C 0.424 -0.455 -1.319
H -1.814 2.538 -0.597
O 1.068 -1.683 -1.478
N 0.972 0.515 -1.984
*
```

Here are the natural (NBO) charges for atoms 1 to 6, given in e: atom 1 (H): 0.44, atom 2 (H): 0.43, atom 3 (H): 0.25, atom 4 (C): 0.02, atom 5 (C): 0.02, atom 6 (H): 0.40

(6)
DFT (ωB97M-V/def2-TZVPD) results for a molecular structure, AgCl2.

Computed properties:
Gap between HOMO and LUMO in eV: 5.086
E_HOMO in Eh: -0.1451
LUMO energy in eV: 1.138
ΔE to the lowest compared entry with this formula, charge and spin in kcal/mol: 44.1

Geometry as ORCA input:
```
! RIJCOSX wB97M-V def2-TZVPD def2/J DEFGRID3
* xyz -1 1
Cl -0.318 -0.965 1.839
Ag 0.795 1.332 0.749
Cl -0.477 -0.367 -2.588
*
```

Charges per atom according to natural (NBO) partitioning, unit e: atom 1 (Cl): -0.85, atom 2 (Ag): 0.81, atom 3 (Cl): -0.96

no.,strongest force on any atom (hartree/bohr)
1,0.06450
2,0.13434
3,0.11122
4,0.02471
5,0.08116
6,0.04242